1.
Here is a 2-piece molecular cluster, C16H27FNO3 overall at a distorted geometry from the OMol25 dataset. Energies are from the ωB97M-V functional and the def2-TZVPD basis.

Geometry as XYZ:
```
48
Properties=species:S:1:pos:R:3:forces:R:3
C -2.276 2.364 -0.183 0.60 0.72 0.24
C -1.062 1.393 0.208 0.44 0.87 0.02
C 0.308 1.988 -0.376 1.22 -1.88 -1.41
C 1.193 1.163 -1.122 -0.49 1.71 0.73
C 2.587 1.706 -1.678 0.80 -0.03 -0.04
O 3.488 0.979 -2.143 -2.90 1.78 1.32
C 2.824 3.268 -1.575 -1.22 2.08 0.72
C 4.103 3.976 -2.243 -0.54 -0.30 0.80
C 4.928 4.657 -1.033 0.60 -0.29 -0.65
C 5.362 3.634 0.107 -0.47 0.69 -0.01
F 5.832 4.445 1.221 -0.31 -1.33 -1.59
C 1.946 4.129 -0.853 0.66 -3.41 -1.33
C 0.686 3.502 -0.122 -0.03 2.25 1.27
O 0.056 4.252 0.672 1.57 -2.90 -2.49
H -3.288 1.827 -0.240 1.58 0.78 0.07
H -2.000 2.843 -1.193 -0.78 -0.83 1.39
H -2.314 3.234 0.569 -0.13 -1.41 -1.18
H -0.891 1.312 1.344 -0.58 0.09 -1.66
H -1.311 0.362 -0.214 0.86 1.27 0.49
H 0.960 0.067 -1.367 0.38 1.80 0.52
H 4.745 3.255 -2.847 -0.94 0.78 0.98
H 3.731 4.791 -2.964 0.56 -1.22 1.17
H 5.901 5.071 -1.488 -1.51 -0.37 0.82
H 4.311 5.514 -0.599 0.99 -1.24 -0.45
H 4.518 3.001 0.532 0.91 0.93 -0.63
H 6.165 2.931 -0.281 -0.71 1.07 0.76
H 2.155 5.241 -0.796 -0.59 -1.61 0.15
C -1.758 -2.992 -0.200 -0.03 -0.39 -0.19
N -2.171 -4.231 0.576 0.11 0.13 0.04
C -1.018 -5.212 0.540 -0.35 0.23 0.13
C -3.368 -4.862 -0.089 0.23 0.18 0.23
C -2.456 -3.895 2.051 -0.21 0.32 -0.39
C -3.634 -2.949 2.289 -0.10 0.17 -0.13
O -3.415 -1.693 1.663 -0.09 0.00 -0.03
H -1.316 -3.317 -1.146 -0.01 -0.07 0.20
H -2.637 -2.390 -0.414 0.15 0.01 0.26
H -1.024 -2.442 0.388 -0.17 -0.01 -0.07
H -0.807 -5.464 -0.500 -0.04 0.06 0.14
H -1.307 -6.106 1.094 0.06 0.10 -0.06
H -0.149 -4.741 1.001 -0.10 -0.07 -0.06
H -4.178 -4.134 -0.130 0.11 -0.09 0.01
H -3.665 -5.736 0.491 0.02 0.08 -0.10
H -3.085 -5.154 -1.101 -0.01 0.03 0.13
H -1.537 -3.457 2.445 -0.05 -0.05 -0.09
H -2.645 -4.846 2.556 0.01 0.11 -0.08
H -3.742 -2.780 3.366 0.14 -0.44 0.02
H -4.572 -3.374 1.921 0.05 -0.22 0.11
H -4.176 -1.129 1.867 0.31 -0.05 -0.06
```
Positions in Å, forces in eV/Å.

Output
gap between HOMO and LUMO: 0.310 Ha
electronic energy: -1005.82016 Eh
HOMO: -11.703 eV
net charge: +1



2.
Here is a 2-piece molecular cluster, C6H16N2 overall at a distorted geometry from the OMol25 dataset. Energies are from the ωB97M-V functional and the def2-TZVPD basis.

Geometry as XYZ:
```
24
Properties=species:S:1:pos:R:3:forces:R:3
C 1.753 -0.656 -0.075 0.65 -0.58 0.75
N 0.610 -0.287 -0.914 -4.21 0.12 3.28
C -0.598 -1.250 -0.888 0.33 -3.48 -2.35
C -1.881 -1.314 0.069 0.59 0.95 0.43
C -2.413 0.100 0.182 -1.61 -2.98 -0.20
N -2.844 0.496 -1.139 1.20 0.73 2.01
C 2.103 0.514 0.857 -0.92 0.47 -0.50
C 2.212 1.844 0.099 0.60 -0.61 0.03
H 2.654 -0.914 -0.644 -0.38 -0.12 -0.46
H 1.491 -1.524 0.555 0.32 0.06 -0.13
H -0.139 -0.081 -0.051 2.95 2.25 -0.73
H -1.084 -1.075 -1.854 0.39 -0.41 0.02
H -0.200 -2.270 -0.791 -0.14 0.03 -0.59
H -1.702 -1.780 1.049 0.22 0.48 -0.18
H -2.653 -1.920 -0.435 0.49 0.14 -0.23
H -0.379 0.089 1.682 -1.12 0.44 -0.99
H -2.892 0.354 1.110 -0.16 0.75 -0.02
H -1.709 0.819 -0.390 1.09 1.32 -0.74
H -3.228 1.443 -1.090 -0.37 -0.04 0.08
H 3.008 0.385 1.475 -0.56 -0.36 -0.10
H 1.152 0.572 1.429 0.84 0.21 0.63
H 1.342 1.991 -0.534 0.07 0.06 -0.10
H 2.268 2.654 0.820 0.17 0.24 -0.05
H 3.129 1.812 -0.521 -0.42 0.33 0.14
```
Positions in Å, forces in eV/Å.

Output
gap between HOMO and LUMO: 0.197 Ha
electronic energy: -347.33846 Eh
HOMO: -7.533 eV
net charge: 0
ΔE to the lowest compared entry with this formula, charge and spin: 10.513 eV



3.
Here is C45H54BrClIN3O6PRuSeSi as an isolated structure at a distorted geometry from the OMol25 dataset. Energies are from the ωB97M-V functional and the def2-TZVPD basis.

Geometry as XYZ:
```
115
Properties=species:S:1:pos:R:3:forces:R:3
Ru 1.121 -2.223 1.237 -1.00 3.49 -4.69
C -2.710 -1.859 0.701 -0.50 1.10 -0.08
C -2.151 -2.901 -0.176 0.89 -0.34 -0.04
N -2.648 -4.106 0.001 -0.92 0.03 -0.80
C -2.267 -5.098 -0.767 0.56 -1.18 0.17
C -1.246 -5.016 -1.717 -1.03 0.07 -0.50
C -0.848 -6.273 -2.447 2.55 -0.24 0.56
O -1.981 -6.932 -2.854 -1.45 -1.21 -1.12
C -0.785 -3.757 -2.020 0.07 2.07 1.04
C -0.075 -3.437 -3.255 2.06 0.23 -1.51
N -0.550 -2.655 -4.158 -1.02 -1.38 1.99
C -0.360 -2.834 -5.509 -0.34 1.44 -2.32
C 0.553 -3.714 -6.105 -0.05 0.14 0.95
C 0.423 -3.958 -7.470 -0.61 0.24 1.02
C -0.598 -3.421 -8.228 0.51 -1.26 -1.11
C -1.393 -2.434 -7.734 -1.14 1.48 0.55
C -1.275 -2.071 -6.407 2.15 -1.73 1.73
I -2.213 -0.472 -5.550 -0.55 0.48 0.00
C -1.063 -2.673 -1.088 -1.01 -2.65 0.61
O -0.214 -1.738 -0.903 1.02 1.09 0.54
H -3.797 -1.965 0.822 0.30 -0.24 -0.18
H -2.530 -0.878 0.276 0.14 0.30 0.09
H -2.287 -1.893 1.689 0.27 0.05 0.44
H -2.809 -6.032 -0.663 0.27 -0.12 0.26
H -0.259 -6.915 -1.690 -0.67 0.75 -0.91
H -0.117 -6.081 -3.288 -0.79 0.04 0.68
H -1.829 -7.635 -3.517 0.22 0.70 0.68
H 0.935 -3.933 -3.400 -1.04 -0.04 -0.09
H 1.300 -4.228 -5.416 -0.95 0.59 -1.36
H 1.052 -4.646 -7.925 1.14 -1.28 -0.74
H -0.806 -3.865 -9.215 0.36 0.59 0.38
H -2.114 -1.899 -8.362 0.24 -0.34 0.21
Se -0.488 -1.740 4.027 0.84 -0.55 -0.64
C 0.651 -2.802 3.099 0.30 -4.06 1.40
N 1.285 -3.796 2.630 -1.44 3.74 1.85
O 0.963 -0.484 1.166 0.92 -1.69 0.76
Cl 2.232 3.617 0.585 1.88 -0.36 -1.44
O 2.996 4.887 0.927 -0.95 -2.07 -0.75
O 2.823 2.626 -0.452 -0.93 2.36 2.16
O 2.795 -2.259 -0.170 -1.71 0.71 0.46
C 5.707 -3.234 4.198 -0.34 0.71 -2.62
C 5.422 -1.893 3.727 0.66 -1.44 1.18
C 4.929 -1.647 2.460 -0.34 1.55 -0.18
C 4.852 -2.660 1.511 1.56 -1.01 0.63
C 5.341 -3.945 1.879 -0.89 -0.13 -0.04
C 5.652 -4.274 3.215 -0.53 2.72 0.00
P 4.277 -2.387 -0.148 -0.45 -0.12 0.97
C 4.522 -3.891 -1.009 0.83 -1.20 -2.00
C 3.539 -4.853 -0.768 -0.32 -1.24 -0.98
C 3.333 -5.920 -1.698 -0.40 0.77 1.12
C 4.130 -6.024 -2.846 -0.87 -0.97 0.23
C 5.197 -5.169 -2.979 0.26 1.54 0.62
C 5.386 -4.070 -2.116 -1.34 -1.42 0.90
C 5.001 -1.068 -1.041 2.18 2.18 0.01
C 6.421 -0.994 -1.203 -2.16 -0.38 -1.19
C 6.974 -0.337 -2.285 0.64 -0.02 0.62
C 6.181 0.490 -3.081 -0.68 0.24 -0.22
C 4.833 0.711 -2.745 1.58 -1.79 1.58
C 4.296 -0.028 -1.633 -0.52 0.75 -1.74
H 6.007 -3.428 5.223 -0.07 0.07 -0.17
H 5.662 -1.029 4.350 -0.43 -0.37 0.13
H 4.616 -0.584 2.212 0.46 -1.45 0.19
H 5.334 -4.745 1.109 0.13 0.61 0.79
H 5.789 -5.291 3.446 0.45 -1.00 0.43
H 2.906 -4.754 0.122 0.10 -0.18 -0.51
H 2.491 -6.609 -1.475 0.74 0.42 -0.39
H 3.917 -6.796 -3.629 0.28 0.73 0.94
H 5.869 -5.251 -3.793 0.48 -0.21 -0.75
H 6.200 -3.405 -2.232 0.60 0.60 -0.46
H 6.945 -1.514 -0.464 1.42 -1.06 0.56
H 8.044 -0.499 -2.476 -0.49 0.48 0.05
H 6.642 1.014 -3.926 -0.31 -0.29 0.24
H 4.221 1.334 -3.351 -0.43 0.64 0.00
H 3.323 0.293 -1.288 -0.43 -0.71 -0.17
C -5.330 5.156 0.001 -0.83 -0.21 -0.19
C -5.234 5.635 1.494 0.37 -0.54 -0.39
C -6.578 5.259 2.154 1.19 -0.18 0.66
C -5.158 7.156 1.540 -0.58 0.93 -0.83
Si -3.758 4.739 2.409 -1.04 -1.00 -0.67
Br -3.975 2.544 1.794 0.16 -0.05 -0.63
C -4.003 4.404 4.259 0.68 0.00 2.58
C -2.737 3.639 4.867 -0.71 0.88 0.02
C -5.156 3.447 4.747 0.72 -1.68 -1.69
C -4.119 5.780 5.029 -0.34 0.04 -1.06
C -2.019 5.275 1.850 -0.55 0.22 -0.41
C -1.951 5.608 0.313 0.25 0.67 1.47
C -1.032 4.167 2.107 1.26 -0.46 0.01
C -1.598 6.475 2.712 -0.49 -0.09 -1.04
H -5.021 4.126 -0.215 0.49 0.32 0.40
H -4.761 5.850 -0.629 -0.32 -0.29 -0.15
H -6.416 5.069 -0.331 1.12 0.84 0.38
H -7.397 5.669 1.546 0.10 -0.33 0.25
H -6.598 5.705 3.172 -0.33 -0.49 -0.51
H -6.553 4.156 2.206 -0.79 0.43 0.11
H -6.062 7.487 0.985 0.46 0.19 0.13
H -4.306 7.732 1.129 -0.14 -0.83 -0.08
H -5.293 7.546 2.534 -0.04 0.01 0.65
H -2.523 2.765 4.243 0.13 0.08 0.40
H -3.035 3.322 5.895 0.48 0.17 -0.74
H -1.864 4.315 4.941 -0.32 -0.48 -0.04
H -5.136 2.479 4.128 0.19 1.30 1.01
H -6.145 3.783 4.596 -1.14 0.90 -0.18
H -5.085 3.124 5.799 0.35 0.52 -0.30
H -3.167 6.365 4.987 -0.82 -0.39 -0.10
H -4.324 5.574 6.085 -0.18 0.20 -0.15
H -4.962 6.383 4.548 1.06 -0.54 0.98
H -2.049 4.716 -0.281 -0.64 -0.30 -0.30
H -0.928 5.947 0.113 -0.04 0.23 0.06
H -2.646 6.423 0.053 0.22 -0.49 -0.20
H -1.196 3.314 1.406 0.47 0.60 0.55
H -1.066 3.799 3.137 -0.07 -0.07 -0.40
H -0.005 4.632 2.030 -0.74 -0.65 -0.34
H -2.372 7.205 2.798 -0.80 0.60 0.20
H -0.806 7.005 2.222 0.87 0.16 -0.17
H -1.309 6.174 3.693 0.33 -0.21 0.73
```
Positions in Å, forces in eV/Å.

Output
gap between HOMO and LUMO (spin up / spin down): 0.220 / 0.152 Ha
multiplicity: 6
electronic energy: -8821.43204 Eh
HOMO (spin up / spin down): -7.424 / -7.324 eV
net charge: 0
ΔE to the lowest compared entry with this formula, charge and spin: 2.392 eV



4.
Here is C25H16Br2KN5O3S4 as an isolated structure at a distorted geometry from the OMol25 dataset. Energies are from the ωB97M-V functional and the def2-TZVPD basis.

Geometry as XYZ:
```
56
Properties=species:S:1:pos:R:3:forces:R:3
K -1.235 0.224 0.646 0.01 -0.87 0.92
Br -5.885 3.032 0.843 0.05 -0.01 0.00
C -5.838 1.133 0.811 -0.18 -0.22 0.01
C -7.051 0.449 0.757 -0.06 0.29 0.00
C -7.113 -0.917 0.734 0.31 -0.15 0.01
Br -8.820 -1.769 0.656 -0.02 0.00 0.00
C -5.918 -1.682 0.760 -0.21 -0.06 -0.01
C -5.873 -3.095 0.739 -0.12 0.05 0.00
C -4.672 -3.739 0.760 0.14 -0.03 0.00
C -3.493 -2.973 0.792 0.00 -0.07 -0.01
N -3.492 -1.666 0.811 -0.41 0.28 -0.01
C -4.679 -0.999 0.806 0.44 0.04 0.00
C -4.575 0.487 0.851 -0.05 -0.26 -0.06
O -3.469 1.048 0.905 -0.85 0.39 0.06
H -7.969 1.023 0.732 0.02 0.01 0.00
H -6.801 -3.651 0.708 0.00 0.01 0.00
H -4.615 -4.821 0.748 -0.01 0.01 0.00
H -2.523 -3.462 0.804 0.00 0.02 0.00
S -0.691 -0.137 4.218 0.54 -0.04 -0.28
C 0.893 -0.236 3.563 -0.64 -0.20 -0.17
N 1.276 -0.761 2.418 0.18 0.14 0.38
C 2.645 -0.650 2.241 -0.40 -0.04 -0.26
C 3.335 -1.125 1.122 0.06 0.00 -0.10
C 4.703 -0.941 1.033 0.01 0.05 0.08
C 5.409 -0.284 2.048 -0.11 -0.05 -0.04
C 4.736 0.192 3.165 -0.03 0.01 0.01
C 3.360 0.006 3.258 0.17 -0.04 0.04
S 2.235 0.453 4.497 0.24 0.22 0.26
H 2.770 -1.586 0.321 0.00 0.01 0.05
H 5.230 -1.281 0.149 0.01 -0.01 0.01
H 6.479 -0.135 1.955 0.00 0.00 0.00
H 5.278 0.706 3.952 -0.02 -0.01 0.01
N 6.753 2.032 -1.373 -0.02 0.00 0.00
C 5.355 1.838 -1.390 0.14 0.03 -0.04
C 4.760 1.156 -2.450 -0.12 -0.03 -0.04
C 3.396 0.914 -2.449 0.09 0.09 0.12
C 2.616 1.352 -1.386 0.39 -0.01 -0.08
C 3.202 2.023 -0.324 0.07 -0.03 -0.06
C 4.566 2.270 -0.331 -0.07 -0.01 0.08
S 0.921 0.910 -1.285 0.13 0.07 0.28
O 0.881 -0.481 -0.844 0.08 0.24 -0.24
O 0.320 1.849 -0.341 0.53 0.18 -0.49
N 0.465 1.107 -2.777 -0.84 -0.28 -0.46
C -0.802 0.675 -3.051 0.55 0.12 0.66
S -1.328 0.654 -4.710 0.04 0.09 -0.37
C -2.868 0.050 -4.217 -0.10 -0.06 0.08
C -2.870 -0.097 -2.873 0.06 0.07 0.20
N -1.720 0.250 -2.204 0.04 0.06 -0.50
H 7.150 2.141 -2.293 -0.01 -0.03 -0.05
H 7.044 2.794 -0.780 -0.04 0.02 0.06
H 5.368 0.806 -3.277 0.03 0.02 0.02
H 2.926 0.393 -3.271 -0.02 -0.01 0.01
H 2.591 2.340 0.511 -0.04 -0.02 -0.03
H 5.025 2.770 0.515 0.01 0.01 -0.02
H -3.673 -0.139 -4.907 0.03 0.00 -0.02
H -3.716 -0.448 -2.295 0.02 0.00 0.00
```
Positions in Å, forces in eV/Å.

Output
gap between HOMO and LUMO: 0.209 Ha
electronic energy: -8802.70353 Eh
HOMO: -1.844 eV
net charge: -2
ΔE to the lowest compared entry with this formula, charge and spin: 0.302 eV